(1)
37
Properties=species:S:1:pos:R:3 method="wB97M-V/def2-TZVPD" total_charge=+3 total_energy_ev=-26605.1056 relative_energy_kj_mol=0.0 e_homo_ev=-20.45 homo_lumo_gap_ev=3.8
Tl 0.30989 -0.37341 -0.90015
C -3.08931 -1.84240 -2.78012
O -1.70523 -1.43557 -2.64047
H -3.46801 -2.17229 -1.82035
H -3.65724 -1.05411 -3.26460
H -3.08691 -2.76259 -3.37999
H -1.42251 -1.15783 -3.52728
C 3.58061 -0.99128 0.47026
C 3.83284 -1.51480 -0.95727
O 2.60803 -2.13002 -1.38971
O 2.80668 0.20994 0.37629
H 4.50901 -0.73931 0.98368
H 3.06984 -1.77138 1.03419
H 4.68886 -2.19741 -0.94655
H 4.01835 -0.71730 -1.67805
H 2.73746 -2.42880 -2.30894
H 3.44636 0.93339 0.25789
C 0.97603 1.53833 2.22113
C 0.68759 2.63295 1.19888
O 0.89098 2.24829 -0.14496
O 0.28148 0.35434 1.84760
H 0.78922 1.82605 3.25869
H 2.06093 1.34590 2.28446
H 1.49717 3.35937 1.38753
H -0.16877 3.27349 1.41841
H 0.75459 2.99373 -0.75344
H -0.05708 -0.04605 2.66671
C -2.77460 -0.38772 1.16046
C -2.93918 0.98965 0.57715
O -1.66274 1.45503 0.12378
O -2.09054 -1.25248 0.25300
H -3.78741 -0.79806 1.28091
H -2.35220 -0.40230 2.17179
H -3.19327 1.58701 1.46803
H -3.70361 1.08447 -0.20166
H -1.78557 2.41614 0.02890
H -2.60173 -2.07296 0.22383

---

(2)
49
Properties=species:S:1:pos:R:3 method="wB97M-V/def2-TZVPD" s2=1.774 total_charge=+3 total_energy_ev=-108060.0322 spin_multiplicity=2 e_homo_ev="-18.58 / -18.52" homo_lumo_gap_ev="4.4 / 4.5"
Tl -1.76094 0.64033 0.67866
As 2.53484 1.22279 -1.03299
F 4.19630 1.55273 -1.64682
F 2.97730 1.60765 0.64559
F 0.78798 0.97019 -0.53077
F 2.06271 0.85142 -2.74158
F 2.81769 -0.47286 -0.66362
F 2.18442 2.87522 -1.26224
C 0.01928 -3.35812 -2.28089
C -0.69657 -2.26745 -1.57099
C -2.18041 -2.72094 -1.13377
O -3.00545 -1.67638 -0.57600
C -4.34255 -2.05737 -0.28662
N -0.02757 -1.78355 -0.35419
H -0.30728 -4.30664 -1.85454
H 1.06987 -3.20613 -2.03335
H -0.05405 -3.26287 -3.36423
H -0.76644 -1.43907 -2.27597
H -2.11182 -3.59022 -0.47975
H -2.58545 -3.06785 -2.08440
H -4.76907 -2.37336 -1.23863
H -4.97229 -1.18213 -0.12696
H -4.49301 -2.74828 0.54290
H -0.02075 -2.53534 0.32024
H 0.95321 -1.60319 -0.51434
C -1.54925 2.02241 -3.07556
O -1.70034 1.27855 -2.16241
N -0.38423 2.09641 -3.71623
N -2.42478 2.92042 -3.42224
H 0.42723 1.55058 -3.46382
H -0.17331 2.99593 -4.12424
H -3.32095 2.93011 -2.95652
H -2.11553 3.60216 -4.10025
C 1.56411 -0.59859 2.73792
O 0.75847 -0.43272 1.87910
N 2.81305 -0.76577 2.46043
N 1.24492 -0.86959 3.99320
H 3.39196 -0.71215 3.28632
H 3.05320 -0.75240 1.47949
H 0.29839 -1.01383 4.31473
H 1.98483 -1.11029 4.63716
C 0.80323 2.64255 3.02543
O 0.04561 2.50044 2.10225
N 2.05528 2.61976 3.07463
N 0.37809 2.70680 4.22768
H 2.37433 2.43802 4.01553
H 2.52998 2.28736 2.24742
H -0.60627 2.82756 4.41888
H 1.04209 2.76752 4.98631